DFT (the ωB97M-V functional and the def2-TZVPD basis) results for C15H21N6O4PRuS as an isolated structure at a distorted geometry.

## Properties
Maximum force ... 3.76 eV Å⁻¹
E ... -55718.3636 eV
HOMO level (alpha / beta) ... -14.3900 / -14.3900 eV
Total charge ... +2

Element x y z (Å)
Ru: -0.835 -0.558 0.832
C: 4.709 0.388 0.351
N: 3.458 0.161 1.020
C: 3.304 -0.016 2.354
C: 1.967 -0.217 2.576
N: 1.320 -0.164 1.389
C: 2.239 0.061 0.447
P: 2.008 0.206 -1.376
C: 0.550 1.329 -1.357
N: -0.607 1.122 -0.730
C: -1.402 2.182 -0.994
C: -0.720 3.051 -1.801
N: 0.501 2.504 -2.025
C: 1.515 3.095 -2.854
C: 1.090 -1.369 -1.614
N: 0.077 -1.820 -0.873
C: -0.293 -3.013 -1.393
C: 0.507 -3.293 -2.468
N: 1.372 -2.256 -2.595
C: 2.382 -2.165 -3.614
H: 5.422 0.809 1.058
H: 4.571 1.084 -0.475
H: 5.117 -0.548 -0.034
H: 4.127 0.011 3.041
H: 1.448 -0.390 3.500
H: -2.399 2.238 -0.604
H: -1.006 3.997 -2.215
H: 1.721 4.114 -2.525
H: 1.176 3.134 -3.890
H: 2.429 2.506 -2.797
H: -1.099 -3.583 -0.973
H: 0.521 -4.136 -3.128
H: 3.108 -2.969 -3.498
H: 2.902 -1.212 -3.548
H: 1.924 -2.253 -4.600
C: -4.024 2.394 2.893
C: -3.320 1.214 2.334
O: -2.246 1.246 1.780
H: -3.350 3.244 2.922
H: -4.397 2.162 3.888
H: -4.883 2.636 2.266
C: -4.455 -2.517 2.728
S: -3.256 -1.377 2.088
O: -2.014 -1.410 2.813
O: -4.005 0.052 2.475
O: -3.116 -1.451 0.659
H: -4.687 -2.229 3.747
H: -4.015 -3.507 2.717
H: -5.340 -2.488 2.105

Mulliken atomic charge list, values in e, 2 entries: 0.518 -0.821